{
  "formula": "C3H9N2PS",
  "method": "the ωB97M-V functional and the def2-TZVPD basis",
  "spin_multiplicity": 1,
  "e_above_lowest_kj_mol": 40.1,
  "homo_lumo_gap_ev": 9.59,
  "charge": 0,
  "homo_ev": -8.76,
  "fmax_ha_per_bohr": 0.092,
  "smiles": "C/C=N/[P@@](C)(N)=S",
  "elements": ["C", "C", "C", "N", "N", "P", "S", "H", "H", "H", "H", "H", "H", "H", "H", "H"],
  "positions_angstrom": [[-0.3718, -1.4815, 0.1791], [-1.7751, -1.8714, 0.1687], [1.2433, 1.5045, -0.8443], [-0.0945, -0.2895, 0.4744], [1.9529, 0.7208, 1.7394], [1.5621, 0.0861, 0.2534], [2.5413, -1.4267, -0.5992], [0.3790, -2.0509, -0.3111], [-2.1600, -0.9633, -0.3763], [-1.9258, -2.8275, -0.4815], [-2.0472, -1.8918, 1.2447], [2.2296, 1.8473, -1.2493], [0.8811, 0.9755, -1.7265], [0.5787, 2.3417, -0.5056], [1.1595, 1.2040, 2.1878], [2.7898, 1.0953, 1.9124]],
  "nbo_charge": [0.181, -0.693, -1.014, -0.793, -1.170, 1.631, -0.610, 0.195, 0.248, 0.226, 0.248, 0.245, 0.248, 0.253, 0.411, 0.395]
}